Record 1
Computed, not measured: a 2-piece molecular cluster, C5H12NO overall at a distorted geometry, with wB97M-V/def2-TZVPD.

Positions of all 19 atoms, in Å:
C  0.952  -0.681  0.203
C  -3.060  0.117  -0.349
C  -2.996  1.492  0.248
C  3.190  0.531  -0.274
C  2.376  -0.855  -0.215
N  0.037  -1.502  0.702
O  -2.648  -0.954  0.040
H  0.426  0.384  0.075
H  -4.025  1.712  0.704
H  -2.876  2.196  -0.588
H  -2.452  1.713  1.272
H  4.173  0.240  -0.470
H  3.124  0.919  0.785
H  2.773  1.328  -0.988
H  3.147  -1.471  0.219
H  2.086  -1.324  -1.248
H  0.353  -2.414  0.984
H  -3.741  -0.018  -1.319
H  -0.841  -1.412  0.219

Computed properties:
Multiplicity = 1
E_LUMO = -4.954 eV
Charge = +1
ΔE to the lowest compared entry with this formula, charge and spin = 2.452 eV
E = -8908.17666 eV
Orbital gap = 8.7 eV

Record 2
Computed, not measured: C29H42IN7O5P2Ti as an isolated structure at a distorted geometry, with wB97M-V/def2-TZVPD.

Positions of all 87 atoms, in Å:
Ti  -0.726  -0.530  0.945
O  -1.002  1.240  1.176
C  -2.097  1.955  1.337
C  -2.008  3.348  1.459
C  -3.130  4.143  1.618
C  -4.395  3.564  1.643
C  -4.523  2.201  1.517
C  -3.403  1.355  1.363
C  -3.592  -0.034  1.194
N  -2.614  -0.906  1.048
C  -2.939  -2.295  0.846
C  -1.932  -2.770  -0.221
N  -0.663  -2.352  0.322
C  0.047  -3.278  0.985
C  0.779  -3.005  2.157
C  1.763  -3.905  2.627
C  2.476  -3.662  3.779
C  2.224  -2.520  4.530
C  1.233  -1.639  4.125
C  0.495  -1.841  2.961
O  -0.466  -0.989  2.665
H  -1.026  3.806  1.433
H  -3.018  5.212  1.728
H  -5.272  4.184  1.765
H  -5.505  1.748  1.528
H  -4.623  -0.402  1.208
H  -3.986  -2.444  0.548
H  -2.748  -2.854  1.778
H  -2.143  -2.234  -1.153
H  -1.990  -3.859  -0.387
H  0.032  -4.310  0.612
H  1.951  -4.803  2.051
H  3.234  -4.361  4.099
H  2.780  -2.327  5.436
H  0.990  -0.765  4.713
C  1.680  3.078  0.070
N  2.298  2.106  0.955
C  1.870  2.232  2.345
P  2.419  0.501  0.518
O  1.429  -0.484  0.975
O  2.347  0.550  -1.120
P  1.031  -0.085  -1.869
O  -0.219  0.099  -1.113
N  0.999  0.687  -3.336
C  2.216  0.665  -4.119
C  0.234  1.913  -3.452
N  1.519  -1.630  -2.256
C  2.456  -2.380  -1.442
C  0.430  -2.438  -2.783
N  3.950  0.072  0.943
C  4.243  -1.232  1.497
C  5.083  0.945  0.750
H  1.970  4.073  0.416
H  0.589  2.998  0.060
H  2.062  2.938  -0.939
H  2.067  3.253  2.676
H  2.455  1.535  2.947
H  0.805  1.997  2.466
H  2.721  -0.282  -3.946
H  2.887  1.486  -3.847
H  1.966  0.756  -5.177
H  -0.569  1.881  -2.722
H  -0.194  1.985  -4.454
H  0.851  2.801  -3.277
H  3.242  -1.713  -1.094
H  2.902  -3.156  -2.071
H  1.977  -2.849  -0.573
H  -0.319  -1.773  -3.213
H  -0.036  -3.042  -2.001
H  0.821  -3.097  -3.561
H  3.307  -1.756  1.678
H  4.772  -1.122  2.446
H  4.871  -1.818  0.819
H  4.727  1.940  0.496
H  5.736  0.580  -0.048
H  5.670  1.002  1.669
I  -2.960  4.227  -2.781
C  -3.523  2.190  -2.634
C  -4.543  1.683  -3.434
C  -4.901  0.355  -3.213
C  -4.206  -0.377  -2.272
N  -3.198  0.109  -1.542
C  -2.876  1.387  -1.724
H  -5.036  2.285  -4.183
H  -5.699  -0.097  -3.784
H  -4.450  -1.414  -2.081
H  -2.078  1.762  -1.101

Computed properties:
Multiplicity = 3
E_LUMO (spin up / spin down) = 0.350 / 0.347 eV
Charge = 0
ΔE to the lowest compared entry with this formula, charge and spin = 1.681 eV
E = -101222.89347 eV
Orbital gap (spin up / spin down) = 4.9 / 7.7 eV
<S²> = 2.056

Record 3
Computed, not measured: C6H9NS as an isolated structure at a distorted geometry, with wB97M-V/def2-TZVPD.

Positions of all 17 atoms, in Å:
C  -0.628  0.218  -0.383
C  -0.609  1.691  -0.122
C  -0.064  0.771  0.928
C  1.374  0.131  0.864
C  1.035  -1.279  0.409
C  0.542  -0.621  -0.924
H  -2.507  -0.079  -1.360
H  -1.783  -1.452  -0.575
H  0.163  2.392  -0.543
H  -1.618  2.164  0.140
H  -0.622  0.307  1.773
H  2.092  0.234  1.610
H  1.917  -1.837  0.364
H  0.170  -1.696  0.987
H  0.426  -1.129  -1.897
N  -1.952  -0.403  -0.492
S  2.065  0.588  -0.778

Computed properties:
Multiplicity = 1
E_LUMO = 0.802 eV
Charge = 0
ΔE to the lowest compared entry with this formula, charge and spin = 2.784 eV
E = -18690.42665 eV
Orbital gap = 9.3 eV

Record 4
Computed, not measured: C32H41Cl2N2OP3W as an isolated structure at a distorted geometry, with wB97M-V/def2-TZVPD.

Positions of all 82 atoms, in Å:
P  1.412  1.334  -2.395
C  3.095  1.547  -3.106
C  3.540  0.909  -4.262
H  2.880  0.239  -4.794
C  4.826  1.129  -4.735
H  5.159  0.624  -5.633
C  5.680  1.994  -4.067
H  6.682  2.166  -4.440
C  5.245  2.636  -2.915
H  5.907  3.307  -2.384
C  3.966  2.405  -2.433
H  3.636  2.896  -1.525
C  0.762  -0.065  -3.398
C  1.077  -1.355  -2.968
H  1.669  -1.490  -2.071
C  0.643  -2.463  -3.680
H  0.899  -3.457  -3.337
C  -0.133  -2.297  -4.820
H  -0.481  -3.161  -5.370
C  -0.463  -1.019  -5.246
H  -1.068  -0.883  -6.133
C  -0.015  0.091  -4.543
H  -0.271  1.084  -4.887
C  0.517  2.762  -3.133
C  1.033  3.566  -4.147
H  2.018  3.363  -4.543
C  0.290  4.624  -4.653
H  0.704  5.241  -5.439
C  -0.980  4.887  -4.159
H  -1.558  5.711  -4.556
C  -1.503  4.090  -3.148
H  -2.490  4.293  -2.753
C  -0.756  3.043  -2.632
H  -1.161  2.434  -1.834
W  0.187  -0.327  3.641
C  -1.588  -1.242  3.205
C  -2.081  -1.331  1.943
H  -2.146  -1.673  4.031
C  -1.218  -0.724  0.871
O  -1.963  0.249  0.133
H  -1.407  0.583  -0.583
C  -0.078  -0.161  1.628
H  -0.838  -1.493  0.184
C  0.982  0.487  1.919
Cl  -0.361  -0.963  5.912
Cl  2.317  0.635  4.565
P  1.479  -2.379  3.555
C  2.350  -2.796  5.092
H  1.627  -2.967  5.882
H  2.973  -1.954  5.376
H  2.959  -3.685  4.945
C  0.508  -3.876  3.160
H  0.006  -3.748  2.205
H  -0.245  -4.013  3.931
H  1.140  -4.760  3.118
C  2.786  -2.307  2.285
H  3.428  -1.460  2.511
H  2.347  -2.162  1.302
H  3.378  -3.219  2.283
P  -3.649  -2.022  1.528
C  -4.318  -2.952  2.924
C  -3.502  -3.139  0.111
H  -4.484  -2.293  3.771
H  -3.626  -3.736  3.216
H  -5.267  -3.398  2.639
H  -3.128  -2.586  -0.746
H  -4.474  -3.556  -0.140
H  -2.816  -3.948  0.345
C  -4.870  -0.763  1.076
H  -5.036  -0.104  1.924
H  -5.811  -1.225  0.790
H  -4.480  -0.178  0.249
H  1.830  1.095  1.671
N  -0.992  2.016  5.103
C  -1.668  3.166  4.993
C  -2.021  3.338  3.672
C  -1.506  2.238  3.006
N  -0.889  1.450  3.909
H  -0.575  1.648  5.983
H  -1.872  3.836  5.820
H  -2.568  4.169  3.255
H  -1.582  2.048  1.948

Computed properties:
Multiplicity = 3
E_LUMO (spin up / spin down) = -4.888 / -9.230 eV
Charge = +2
ΔE to the lowest compared entry with this formula, charge and spin = 3.415 eV
E = -93599.73785 eV
Orbital gap (spin up / spin down) = 7.1 / 3.4 eV
<S²> = 2.025

Record 5
Computed, not measured: C3H4O4 as an isolated structure at a distorted geometry, with wB97M-V/def2-TZVPD.

Positions of all 11 atoms, in Å:
C  -0.663  0.513  0.733
C  -0.916  0.053  -0.573
C  1.051  -0.348  0.234
O  -2.074  -0.435  -0.983
O  1.930  0.679  0.140
O  0.144  -0.205  -1.254
O  1.297  -1.451  0.626
H  2.744  0.376  0.572
H  -1.932  -0.943  -1.799
H  -0.201  1.490  0.793
H  -1.380  0.271  1.510

Computed properties:
Multiplicity = 1
E_LUMO = 0.289 eV
Charge = 0
ΔE to the lowest compared entry with this formula, charge and spin = 2.345 eV
E = -11363.66681 eV
Orbital gap = 9.4 eV

Question: Number 5 is which compound?
Answer: C3H4O4